The following is a quantum chemistry calculation of a 11-piece molecular cluster, C62H145F6N9O22 overall at a distorted geometry, from the OMol25 dataset.

CARTESIAN COORDINATES (ANGSTROEM)
C 22.6898 20.3153 19.3980
O 22.7118 19.8740 18.0537
C 23.3276 18.6025 17.8451
C 23.6478 18.3490 16.3583
N 24.6847 19.2164 15.8181
C 25.0413 18.7456 14.4865
C 25.8035 19.8868 13.8131
O 24.8265 20.8906 13.5712
C 25.2992 21.9078 12.6512
H 23.6772 20.4902 19.8254
H 22.2068 19.5518 20.0078
H 22.1507 21.2608 19.4583
H 22.6906 17.8583 18.3229
H 24.2918 18.6536 18.3510
H 22.7763 18.8067 15.8902
H 23.6318 17.2875 16.1110
H 24.2704 20.1315 15.7124
H 24.1320 18.6065 13.9017
H 25.5022 17.7699 14.6402
H 26.0819 19.4973 12.8338
H 26.6901 20.2512 14.3320
H 24.5513 22.6848 12.4932
H 25.6710 21.4765 11.7217
H 26.1702 22.3455 13.1389
C 19.1550 18.3977 11.5947
O 19.3508 19.3032 10.5119
C 18.2228 19.6788 9.7330
C 17.2431 20.7565 10.3001
N 17.7936 22.1615 10.1860
C 18.8689 22.3173 11.1983
C 19.2426 23.8750 11.2119
O 20.1924 24.1249 12.2296
C 21.5391 23.7203 11.9495
H 19.9065 18.4512 12.3824
H 18.9558 17.3749 11.2747
H 18.1954 18.5928 12.0736
H 17.5945 18.8141 9.5197
H 18.7126 19.9864 8.8091
H 17.0738 20.4200 11.3230
H 16.3256 20.7432 9.7117
H 18.2842 22.3255 9.3185
H 19.7532 21.6887 11.0929
H 18.4736 22.1248 12.1956
H 18.4111 24.5343 11.4611
H 19.6146 24.2063 10.2424
H 22.2047 24.0323 12.7544
H 21.9233 24.0572 10.9867
H 21.7269 22.6469 11.9249
C 14.8336 26.3049 9.1487
O 13.5582 26.2078 8.6349
C 12.5169 26.7050 9.5131
C 12.3046 25.9350 10.7833
N 11.9195 24.5752 10.3684
C 12.2115 23.6309 11.4823
C 11.8352 22.2171 11.0628
O 12.7247 21.7418 10.0610
C 12.6503 20.3964 9.5774
H 15.0069 27.3352 9.4592
H 15.5515 26.1402 8.3453
H 14.9903 25.6249 9.9860
H 11.6578 26.7008 8.8422
H 12.7412 27.7341 9.7937
H 11.5613 26.4041 11.4280
H 13.2470 25.8323 11.3212
H 12.5413 24.3026 9.6206
H 11.6400 23.8794 12.3765
H 13.2459 23.6993 11.8191
H 10.8141 22.1619 10.6854
H 11.8735 21.5296 11.9078
H 12.8936 19.7356 10.4094
H 13.3266 20.2351 8.7380
H 11.6442 20.1340 9.2501
C 18.9844 22.6179 19.4711
O 19.9171 23.3288 20.3158
C 20.0907 24.6933 19.9499
C 21.4496 25.1203 20.5014
N 21.6310 25.0603 21.9368
C 23.0251 24.9077 22.2453
C 23.3747 23.3422 22.2421
O 22.7927 22.6701 23.3814
C 23.1846 21.3290 23.4928
H 18.8155 21.6888 20.0153
H 19.4053 22.2470 18.5365
H 18.0216 23.0756 19.2436
H 19.1968 25.2080 20.3023
H 20.1696 24.8842 18.8797
H 21.7504 26.0984 20.1258
H 22.2262 24.5132 20.0363
H 21.2237 24.2024 22.2806
H 23.2457 25.2032 23.2711
H 23.6956 25.4384 21.5695
H 24.4476 23.2299 22.3981
H 23.2403 22.8268 21.2911
H 24.2715 21.2528 23.4605
H 22.7034 20.6396 22.7991
H 22.8339 20.9960 24.4696
C 9.5990 11.4135 12.2990
O 10.7798 10.8546 12.8330
C 10.8343 10.6314 14.2457
C 12.2248 10.4609 14.8270
N 12.8620 11.8363 14.7939
C 14.2831 11.6922 14.9534
C 15.1705 12.7613 14.3198
O 15.3014 13.9147 15.1551
C 14.2396 14.8529 15.1613
H 9.9089 11.8876 11.3678
H 9.0309 12.0639 12.9642
H 8.8967 10.6786 11.9055
H 10.2168 9.7824 14.5389
H 10.3738 11.5005 14.7156
H 12.6665 9.7267 14.1531
H 12.2553 10.0158 15.8215
H 12.7021 12.1293 13.8406
H 14.5509 10.7870 14.4083
H 14.5392 11.5946 16.0084
H 14.8367 12.9606 13.3015
H 16.1667 12.3200 14.2910
H 14.1667 15.3010 14.1703
H 14.5384 15.6781 15.8078
H 13.3475 14.3798 15.5716
C 15.4476 24.1766 16.4048
O 16.6569 24.6073 15.8266
C 16.9954 24.0214 14.5804
C 16.0323 24.0632 13.4569
N 15.6013 25.4554 13.1810
C 16.5076 26.2215 12.3640
C 16.1666 27.7122 12.4297
O 16.0002 28.2813 13.7468
C 17.1967 28.4590 14.5276
H 14.5859 24.5101 15.8267
H 15.3398 24.4309 17.4593
H 15.4494 23.0868 16.3806
H 17.3221 23.0003 14.7773
H 17.9150 24.5038 14.2491
H 15.1397 23.5326 13.7880
H 16.4576 23.6255 12.5538
H 15.5370 25.9506 14.0590
H 16.3988 25.8950 11.3298
H 17.5320 26.1056 12.7180
H 15.3350 27.9015 11.7510
H 17.0130 28.2415 11.9922
H 17.8738 29.1802 14.0699
H 17.7508 27.5224 14.5895
H 16.9890 28.8491 15.5240
C 20.3998 16.4604 15.9856
O 19.0828 15.9642 15.6131
C 18.8444 16.1423 14.2573
C 17.4955 15.4569 13.8249
N 16.9385 16.1732 12.6267
C 16.3855 15.2237 11.6641
C 16.0503 15.9055 10.2722
O 14.7369 16.3393 10.1653
C 14.4342 16.8393 8.8262
H 20.6753 17.3633 15.4405
H 21.2140 15.7880 15.7155
H 20.4582 16.7233 17.0418
H 19.6687 15.7926 13.6358
H 18.7800 17.2181 14.0938
H 16.7739 15.5640 14.6348
H 17.6010 14.4102 13.5395
H 16.2226 16.7970 12.9708
H 15.5277 14.6647 12.0381
H 17.1843 14.5314 11.3980
H 16.3021 15.1868 9.4923
H 16.7680 16.7177 10.1571
H 13.4189 17.2358 8.8360
H 14.3069 15.9887 8.1566
H 15.1433 17.5249 8.3622
C 21.1163 20.3866 13.7018
O 20.1384 19.9126 14.5446
C 19.7061 20.8459 15.5809
C 18.5345 20.1170 16.3222
N 17.4341 20.0437 15.3839
C 16.4384 19.0394 15.7089
C 15.3331 19.1320 14.6740
O 15.8635 18.8286 13.3816
C 14.8854 18.9325 12.3226
H 21.8252 21.0651 14.1764
H 20.6224 20.8560 12.8510
H 21.7594 19.6350 13.2440
H 19.4161 21.7656 15.0726
H 20.5032 21.0826 16.2857
H 18.3889 20.7146 17.2221
H 18.9498 19.1311 16.5312
H 17.8062 19.9500 14.4496
H 16.1163 19.1418 16.7451
H 16.8826 18.0442 15.6930
H 14.9282 20.1440 14.6779
H 14.4939 18.4824 14.9227
H 14.7021 20.0061 12.2778
H 13.9685 18.3880 12.5481
H 15.2736 18.6389 11.3474
C 21.0647 27.6973 16.1729
O 21.4257 26.3352 16.3574
C 21.0757 25.5800 15.2796
C 21.2841 24.0835 15.5850
N 22.6854 23.8869 15.9351
C 22.9648 22.6530 16.6579
C 24.3831 22.5224 17.2889
O 24.5784 23.6003 18.2239
C 25.6542 23.3879 19.1232
H 21.7664 28.1446 15.4689
H 21.1953 28.2318 17.1138
H 20.0520 27.8228 15.7896
H 21.6224 25.8185 14.3673
H 20.0160 25.6281 15.0289
H 20.8975 23.4217 14.8099
H 20.6499 23.9506 16.4615
H 22.8845 24.6037 16.6182
H 22.8225 21.7840 16.0155
H 22.1885 22.5255 17.4123
H 25.2077 22.3107 16.6081
H 24.3689 21.5150 17.7048
H 25.7528 24.1941 19.8501
H 26.5206 23.3456 18.4632
H 25.4576 22.4207 19.5856
C 16.6996 17.1823 19.2439
C 18.1903 16.6442 19.3692
O 18.8271 16.9840 20.5984
C 19.3531 18.1937 20.8519
O 19.3069 19.1356 20.1338
C 20.0407 18.3542 22.2339
F 21.3211 18.6733 22.0897
F 19.3702 19.2255 22.9137
F 19.9040 17.1998 22.8036
H 16.0648 17.0446 20.1193
H 16.1504 16.9188 18.3400
H 16.7415 18.2711 19.2760
H 18.7423 17.0554 18.5241
H 18.1835 15.5965 19.0687
C 12.7624 17.7052 19.3816
C 12.7538 18.5990 18.1436
O 13.7030 19.6939 18.3157
C 13.4354 20.9016 18.8906
O 12.3074 21.2872 19.1550
C 14.6544 21.6859 19.3207
F 14.3598 22.9758 19.1572
F 14.9986 21.4406 20.5854
F 15.7025 21.4097 18.5478
H 12.5559 16.6736 19.0965
H 12.0176 17.9732 20.1310
H 13.7626 17.6553 19.8120
H 11.7335 18.9226 17.9378
H 13.0234 18.0019 17.2725

Output
Total energy (eV): -141390.5841
SMILES: CCOC(=O)C(F)(F)F.CCOC(=O)C(F)(F)F.COCCNCCOC.COCCNCCOC.COCCNCCOC.COCCNCCOC.COCCNCCOC.COCCNCCOC.COCCNCCOC.COCCNCCOC.COCCNCCOC